Record 1
This record from the Open Molecules 2025 dataset describes the ion C37H30F3N4O2 with charge +1 at a distorted geometry. The level of theory is the ωB97M-V functional and the def2-TZVPD basis.

ORCA input file:
```
! wB97M-V def2-TZVPD RIJCOSX def2/J DEFGRID3
* xyz 1 1
F -3.21 -4.74 3.26
C -3.91 -3.78 3.94
F -5.13 -3.68 3.36
F -4.10 -4.26 5.22
C -3.16 -2.48 3.92
C -3.79 -1.30 3.53
C -3.00 -0.21 3.21
C -1.60 -0.29 3.31
C -0.74 0.79 2.71
C 0.59 0.98 3.42
C 0.85 2.20 4.06
C 2.14 2.50 4.49
C 3.16 1.55 4.32
C 2.87 0.29 3.79
C 1.58 0.00 3.34
C -1.05 -1.38 3.99
C -1.81 -2.51 4.25
H -4.88 -1.24 3.48
H -3.45 0.74 2.89
H -1.31 1.73 2.79
H 0.04 2.93 4.15
H 2.35 3.47 4.95
H 4.18 1.79 4.62
H 3.66 -0.46 3.68
H 1.36 -0.99 2.93
H -0.02 -1.35 4.33
H -1.35 -3.39 4.71
O -3.74 -0.21 -0.78
C -3.19 -0.87 -1.65
C -3.93 -1.75 -2.63
C -4.89 -1.21 -3.48
C -5.44 -2.02 -4.48
C -5.08 -3.37 -4.55
C -4.19 -3.93 -3.62
C -3.62 -3.11 -2.65
N -1.80 -0.90 -1.83
C -1.21 -1.21 -3.14
C -0.55 0.03 -3.71
N 0.44 0.48 -2.78
C 1.30 1.53 -3.27
C 2.54 1.64 -2.42
N 2.23 1.65 -1.00
C 3.31 1.64 -0.11
O 3.25 1.22 1.04
C 4.57 2.15 -0.72
C 5.49 1.21 -1.20
C 6.62 1.66 -1.87
C 6.86 3.04 -1.97
C 5.96 3.96 -1.43
C 4.81 3.52 -0.78
C 1.00 1.14 -0.54
C 0.58 1.33 0.75
N -0.44 0.59 1.28
C -1.20 -0.21 0.45
C -0.96 -0.25 -0.91
C 0.18 0.42 -1.43
H -5.18 -0.16 -3.37
H -6.14 -1.60 -5.20
H -5.52 -4.01 -5.32
H -3.94 -4.99 -3.66
H -2.92 -3.51 -1.92
H -0.47 -2.01 -3.02
H -1.96 -1.56 -3.85
H -0.06 -0.16 -4.67
H -1.32 0.81 -3.90
H 1.58 1.27 -4.30
H 0.78 2.50 -3.30
H 3.23 0.81 -2.65
H 3.07 2.56 -2.67
H 5.28 0.14 -1.06
H 7.32 0.94 -2.29
H 7.76 3.39 -2.47
H 6.16 5.03 -1.51
H 4.09 4.21 -0.33
H 1.06 2.05 1.41
H -1.99 -0.79 0.92
*
```

Computed properties:
Maximum force, eV/A: 2.39
Kohn-Sham gap, eV: 8.66
SMILES string: O=C(c1ccccc1)N1CCN2CCN(C(=O)c3ccccc3)c3c[n+]([C@H](c4ccccc4)c4ccc(C(F)(F)F)cc4)cc1c32
E_HOMO, Eh: -0.4237
E_tot, hartree: -2096.894824

***

Record 2
This record from the Open Molecules 2025 dataset describes a structure of composition C37H30KN3O2P. The level of theory is the ωB97M-V functional and the def2-TZVPD basis.

ORCA input file:
```
! wB97M-V def2-TZVPD RIJCOSX def2/J DEFGRID3
* xyz -1 1
K -0.14 -0.04 0.28
O -0.11 4.84 0.75
C -0.70 5.11 1.92
C -0.81 6.45 2.31
C -1.41 6.78 3.52
C -1.90 5.78 4.35
C -1.79 4.45 3.97
C -1.20 4.09 2.76
C -1.08 2.66 2.34
O -0.53 2.42 1.22
N -1.59 1.77 3.19
N -1.50 0.50 2.70
C -1.88 -0.42 3.49
C -1.84 -1.83 3.07
C -2.19 -2.83 3.99
C -2.15 -4.15 3.60
C -1.77 -4.46 2.30
C -1.44 -3.40 1.45
N -1.47 -2.13 1.82
H -0.13 3.83 0.70
H -0.42 7.21 1.65
H -1.49 7.82 3.81
H -2.37 6.03 5.30
H -2.17 3.66 4.59
H -2.23 -0.18 4.50
H -2.48 -2.55 4.99
H -2.42 -4.94 4.29
H -1.72 -5.47 1.94
H -1.11 -3.59 0.43
C 0.19 0.56 -3.28
C 1.53 0.63 -2.91
C 1.99 1.71 -2.16
C 1.11 2.71 -1.77
C -0.23 2.64 -2.13
C -0.68 1.57 -2.89
H -0.17 -0.30 -3.82
H 2.20 -0.18 -3.17
H 3.03 1.74 -1.86
H 1.46 3.54 -1.16
H -0.91 3.42 -1.81
H -1.73 1.51 -3.16
C 1.67 -1.81 3.94
C 2.24 -0.70 3.34
C 2.61 -0.75 2.00
C 2.42 -1.91 1.25
C 1.84 -3.02 1.87
C 1.48 -2.97 3.20
P 2.92 -1.88 -0.52
C 4.49 -2.84 -0.43
C 5.15 -3.07 -1.64
C 6.35 -3.77 -1.68
C 6.93 -4.23 -0.51
C 6.30 -4.00 0.70
C 5.09 -3.32 0.74
C 1.73 -3.04 -1.27
C 2.04 -4.36 -1.61
C 1.07 -5.16 -2.21
C -0.19 -4.61 -2.45
C -0.47 -3.30 -2.07
C 0.47 -2.43 -1.46
H 1.36 -1.77 4.98
H 2.37 0.22 3.90
H 3.04 0.13 1.52
H 1.66 -3.91 1.28
H 1.01 -3.83 3.66
H 4.71 -2.71 -2.56
H 6.84 -3.94 -2.64
H 7.87 -4.77 -0.54
H 6.74 -4.36 1.62
H 4.60 -3.15 1.69
H 3.02 -4.77 -1.41
H 1.29 -6.18 -2.49
H -0.96 -5.22 -2.93
H -1.48 -2.94 -2.26
*
```

Computed properties:
Maximum force, eV/A: 0.20
Energy above the lowest of the compared OMol25 structures with the same formula, charge and spin, kJ/mol: 0.0
Kohn-Sham gap, eV: 6.50
E_HOMO, Eh: -0.1503
E_tot, hartree: -2684.060411

***

Record 3
This record from the Open Molecules 2025 dataset describes a structure of composition C37H30KN3O2P. The level of theory is the ωB97M-V functional and the def2-TZVPD basis.

ORCA input file:
```
! wB97M-V def2-TZVPD RIJCOSX def2/J DEFGRID3
* xyz -1 1
K -0.74 0.11 -0.78
O 3.41 2.38 -0.28
C 3.16 3.64 -0.67
C 4.14 4.61 -0.46
C 3.92 5.92 -0.84
C 2.71 6.29 -1.43
C 1.74 5.33 -1.64
C 1.94 4.00 -1.27
C 0.89 2.96 -1.47
O 1.15 1.77 -1.09
N -0.23 3.36 -2.06
N -1.22 2.44 -1.99
C -2.06 2.41 -2.94
C -3.20 1.46 -2.93
C -4.04 1.39 -4.04
C -5.07 0.47 -4.05
C -5.25 -0.36 -2.94
C -4.37 -0.21 -1.88
N -3.37 0.67 -1.87
H 2.58 1.88 -0.49
H 5.07 4.31 0.00
H 4.69 6.67 -0.67
H 2.54 7.32 -1.73
H 0.79 5.58 -2.10
H -1.94 3.05 -3.82
H -3.87 2.04 -4.89
H -5.73 0.39 -4.90
H -6.04 -1.09 -2.91
H -4.45 -0.84 -1.00
C 0.60 -2.87 -2.08
C 1.40 -1.86 -2.60
C 0.87 -0.96 -3.51
C -0.46 -1.07 -3.90
C -1.26 -2.08 -3.38
C -0.73 -2.98 -2.46
H 0.99 -3.55 -1.33
H 2.42 -1.77 -2.27
H 1.47 -0.13 -3.87
H -0.89 -0.35 -4.58
H -2.31 -2.15 -3.66
H -1.37 -3.73 -2.00
C 0.16 2.63 2.88
C 1.42 2.16 2.52
C 1.58 0.84 2.14
C 0.49 -0.04 2.10
C -0.77 0.45 2.45
C -0.93 1.77 2.84
P 0.78 -1.74 1.45
C 1.84 -2.39 2.82
C 2.76 -3.40 2.52
C 3.56 -3.97 3.51
C 3.46 -3.53 4.82
C 2.55 -2.53 5.14
C 1.75 -1.97 4.15
C -0.81 -2.61 1.69
C -0.99 -3.60 2.67
C -2.20 -4.28 2.74
C -3.21 -3.96 1.85
C -3.00 -2.96 0.90
C -1.80 -2.23 0.75
H 0.03 3.67 3.16
H 2.27 2.82 2.52
H 2.56 0.48 1.83
H -1.63 -0.22 2.39
H -1.92 2.14 3.09
H 2.85 -3.74 1.49
H 4.26 -4.75 3.25
H 4.08 -3.97 5.59
H 2.46 -2.18 6.16
H 1.04 -1.19 4.41
H -0.19 -3.85 3.36
H -2.34 -5.06 3.49
H -4.16 -4.48 1.89
H -3.84 -2.75 0.23
*
```

Computed properties:
Maximum force, eV/A: 0.59
Energy above the lowest of the compared OMol25 structures with the same formula, charge and spin, kJ/mol: 26.0
Kohn-Sham gap, eV: 6.21
E_HOMO, Eh: -0.1460
E_tot, hartree: -2684.050507

***

Record 4
This record from the Open Molecules 2025 dataset describes a structure of composition C37H30N2O6RhS2Te. The level of theory is the ωB97M-V functional and the def2-TZVPD basis.

ORCA input file:
```
! wB97M-V def2-TZVPD RIJCOSX def2/J DEFGRID3
* xyz 1 5
Rh 0.09 -0.04 1.23
S -0.82 -0.09 3.49
C -2.09 -0.96 2.70
N -1.93 -1.21 1.43
C -3.01 -1.90 0.90
C -3.13 -2.34 -0.42
C -4.28 -3.00 -0.78
C -5.30 -3.24 0.15
C -5.18 -2.83 1.46
C -4.02 -2.15 1.82
S -3.57 -1.52 3.38
H -2.33 -2.15 -1.13
H -4.40 -3.35 -1.80
H -6.20 -3.77 -0.16
H -5.97 -3.02 2.18
O 1.23 -1.57 0.15
C 0.76 -1.26 -0.99
O -0.15 -0.38 -1.07
C 1.31 -1.88 -2.21
C 2.33 -2.82 -2.10
C 2.90 -3.40 -3.23
C 2.40 -3.00 -4.45
O 2.79 -3.41 -5.68
C 1.92 -2.76 -6.62
O 1.10 -1.85 -5.88
C 1.38 -2.07 -4.56
C 0.81 -1.48 -3.47
H 2.66 -3.12 -1.11
H 3.68 -4.14 -3.16
H 1.30 -3.50 -7.11
H 2.52 -2.20 -7.33
H 0.02 -0.75 -3.54
C 4.43 3.64 1.96
O 4.15 2.61 1.01
C 3.21 2.84 0.08
C 2.60 4.08 -0.14
C 1.69 4.23 -1.18
C 1.38 3.17 -2.02
C 1.97 1.93 -1.79
C 2.85 1.76 -0.73
N 3.46 0.48 -0.58
C 3.81 -0.23 0.46
C 3.63 -0.07 1.85
C 4.56 -0.76 2.67
C 4.56 -0.61 4.03
C 3.60 0.22 4.62
C 2.65 0.87 3.86
C 2.61 0.71 2.47
O 1.64 1.24 1.77
H 5.15 3.21 2.65
H 3.52 3.92 2.49
H 4.87 4.51 1.47
H 2.84 4.92 0.49
H 1.24 5.20 -1.34
H 0.69 3.29 -2.84
H 1.73 1.09 -2.42
H 3.65 0.04 -1.47
H 4.37 -1.12 0.17
H 5.30 -1.40 2.19
H 5.29 -1.13 4.64
H 3.59 0.35 5.69
H 1.89 1.48 4.33
C -2.88 2.38 1.91
Te -1.36 2.24 0.41
C -2.81 1.19 -0.74
C -4.04 1.05 0.12
C -5.15 0.35 -0.35
C -6.27 0.20 0.44
C -6.30 0.76 1.72
C -5.20 1.46 2.18
C -4.07 1.61 1.39
H -3.11 3.44 2.07
H -2.48 1.96 2.83
H -2.37 0.22 -1.00
H -3.00 1.74 -1.66
H -5.12 -0.08 -1.34
H -7.13 -0.35 0.07
H -7.18 0.65 2.34
H -5.22 1.90 3.18
*
```

Computed properties:
Maximum force, eV/A: 0.23
Energy above the lowest of the compared OMol25 structures with the same formula, charge and spin, kJ/mol: 0.0
Kohn-Sham gap (alpha / beta), eV: 7.26 / 6.04
E_HOMO (alpha / beta), Eh: -0.3844 / -0.3893
E_tot, hartree: -3163.616364

***

Record 5
This record from the Open Molecules 2025 dataset describes a structure of composition C37H31AsIN2O8P2S2V. The level of theory is the ωB97M-V functional and the def2-TZVPD basis.

ORCA input file:
```
! wB97M-V def2-TZVPD RIJCOSX def2/J DEFGRID3
* xyz -1 2
V -0.19 0.14 -0.48
I -1.80 0.85 2.07
C -3.37 1.38 0.79
C -4.61 1.55 1.33
C -5.64 2.08 0.53
C -5.37 2.49 -0.74
C -4.07 2.34 -1.31
C -3.78 2.85 -2.59
C -2.51 2.75 -3.08
C -1.52 2.05 -2.37
C -1.77 1.44 -1.16
C -3.04 1.70 -0.56
H -4.79 1.31 2.37
H -6.63 2.20 0.95
H -6.14 2.95 -1.35
H -4.57 3.34 -3.15
H -2.26 3.18 -4.04
H -0.54 1.98 -2.82
O 1.87 1.68 2.51
P 2.53 0.85 1.29
O 3.79 0.22 1.73
O 1.44 -0.05 0.73
O 2.82 1.99 0.18
P 1.61 2.88 -0.44
O 1.54 4.14 0.57
O 1.95 3.33 -1.80
O 0.34 2.11 -0.11
H 1.07 2.13 2.20
H 2.02 4.87 0.17
S -1.64 -1.17 -1.95
C -0.97 -0.88 -3.52
C -1.68 -1.15 -4.70
C -1.10 -0.97 -5.94
C 0.21 -0.50 -6.03
C 0.92 -0.21 -4.88
C 0.34 -0.40 -3.63
S 1.26 -0.07 -2.18
H -2.71 -1.50 -4.62
H -1.67 -1.18 -6.84
H 0.66 -0.34 -7.00
H 1.93 0.18 -4.94
N 3.06 -2.89 -2.43
C 3.93 -2.15 -1.66
C 3.43 -2.18 -0.40
N 2.26 -2.92 -0.38
C 2.06 -3.30 -1.61
H 3.05 -2.95 -3.43
H 4.78 -1.65 -2.08
H 3.79 -1.67 0.48
H 1.21 -3.86 -1.97
O -0.49 -1.66 0.40
As 0.08 -2.71 1.55
C -1.37 -2.84 2.83
C -1.19 -3.19 4.16
C -2.29 -3.34 4.99
C -3.57 -3.14 4.49
C -3.75 -2.80 3.16
C -2.66 -2.65 2.33
C 1.63 -2.44 2.65
C 1.60 -1.35 3.52
C 2.68 -1.11 4.35
C 3.77 -1.98 4.34
C 3.78 -3.07 3.48
C 2.72 -3.29 2.62
C -0.01 -4.47 0.79
C 0.46 -5.59 1.47
C 0.28 -6.85 0.91
C -0.38 -6.98 -0.31
C -0.87 -5.86 -0.96
C -0.69 -4.60 -0.41
H -0.19 -3.35 4.55
H -2.15 -3.60 6.03
H -4.43 -3.25 5.15
H -4.75 -2.63 2.77
H -2.78 -2.36 1.29
H 0.77 -0.66 3.51
H 2.68 -0.24 4.99
H 4.62 -1.78 4.98
H 4.64 -3.72 3.45
H 2.74 -4.11 1.90
H 0.97 -5.49 2.42
H 0.66 -7.73 1.42
H -0.52 -7.97 -0.74
H -1.39 -5.96 -1.90
H -1.06 -3.71 -0.91
*
```

Computed properties:
Maximum force, eV/A: 0.28
Energy above the lowest of the compared OMol25 structures with the same formula, charge and spin, kJ/mol: 0.0
Kohn-Sham gap (alpha / beta), eV: 6.63 / 6.76
E_HOMO (alpha / beta), Eh: -0.1642 / -0.1642
E_tot, hartree: -7096.995613

***

Record 6
This record from the Open Molecules 2025 dataset describes a structure of composition C37H31BN7O2PSTi at a distorted geometry. The level of theory is the ωB97M-V functional and the def2-TZVPD basis.

ORCA input file:
```
! wB97M-V def2-TZVPD RIJCOSX def2/J DEFGRID3
* xyz -2 1
Ti 0.08 -0.39 0.77
C 2.72 -3.39 2.73
C 1.49 -2.99 2.18
N 1.53 -1.71 1.88
N 2.74 -1.24 2.24
C 3.48 -2.24 2.75
B 3.01 0.28 2.19
N 2.98 0.84 0.75
C 3.99 1.39 0.05
C 3.47 1.91 -1.12
C 2.10 1.63 -1.05
N 1.82 0.98 0.08
N 1.88 0.95 3.01
C 1.92 1.52 4.23
C 0.62 1.73 4.66
C -0.17 1.23 3.62
N 0.59 0.77 2.64
H 3.01 -4.37 3.06
H 0.60 -3.55 1.94
H 4.48 -2.04 3.09
H 4.08 0.51 2.69
H 4.99 1.37 0.44
H 4.00 2.41 -1.92
H 1.30 1.82 -1.75
H 2.87 1.75 4.69
H 0.30 2.18 5.58
H -1.25 1.19 3.51
O -3.48 -1.96 1.93
C -2.59 -1.23 1.51
O -1.33 -1.58 1.41
C -2.80 0.17 1.11
C -4.06 0.74 1.13
C -4.26 2.06 0.80
C -3.10 2.86 0.54
C -3.18 4.24 0.30
C -2.05 5.03 0.11
C -0.80 4.43 0.17
C -0.69 3.06 0.40
C -1.81 2.24 0.56
N -1.65 0.87 0.72
H -4.87 0.09 1.41
H -5.24 2.52 0.79
H -4.16 4.70 0.28
H -2.15 6.09 -0.08
H 0.10 5.02 0.04
H 0.29 2.61 0.47
C -3.37 2.44 -5.55
C -3.48 1.06 -5.68
C -2.81 0.22 -4.81
C -2.00 0.72 -3.79
C -1.91 2.10 -3.67
C -2.58 2.96 -4.53
P -0.83 -0.27 -2.57
C -2.18 -1.47 -2.17
C -2.02 -2.85 -2.04
C -3.08 -3.66 -1.67
C -4.32 -3.11 -1.37
C -4.48 -1.73 -1.44
C -3.43 -0.93 -1.84
C 0.09 -0.88 -4.05
C -0.10 -2.11 -4.67
C 0.63 -2.46 -5.79
C 1.58 -1.60 -6.32
C 1.78 -0.37 -5.70
C 1.04 -0.01 -4.58
H -3.89 3.10 -6.23
H -4.09 0.64 -6.48
H -2.92 -0.86 -4.92
H -1.31 2.52 -2.86
H -2.50 4.04 -4.40
H -1.04 -3.27 -2.18
H -2.93 -4.73 -1.57
H -5.14 -3.74 -1.04
H -5.42 -1.28 -1.16
H -3.58 0.15 -1.88
H -0.84 -2.80 -4.28
H 0.46 -3.43 -6.26
H 2.16 -1.88 -7.19
H 2.52 0.32 -6.09
H 1.21 0.95 -4.12
S 0.81 -1.69 -1.09
*
```

Computed properties:
Maximum force, eV/A: 1.45
Kohn-Sham gap (alpha / beta), eV: 3.58 / 3.56
E_HOMO (alpha / beta), Eh: 0.0277 / 0.0285
E_tot, hartree: -3576.401920